ORCA calculation (wB97M-V/def2-TZVPD) on a molecular structure, C37H31N3O8PS2SeSn.

Geometry as XYZ:
```
84
Properties=species:S:1:pos:R:3:forces:R:3:mulliken_charge:R:1
Sn -0.179164 2.144678 0.342454 -0.3 0.1 -0.1 0.588
O 0.092787 -5.676114 0.341799 0.0 -0.1 -0.1 -0.509
C 1.180658 -5.024572 -0.087006 0.0 0.3 0.0 0.315
O 2.087287 -5.613023 -0.596267 0.1 -0.1 -0.1 -0.559
C 1.236965 -3.527496 0.094614 0.4 -0.2 0.0 1.139
C 2.502611 -2.897183 -0.295823 -0.2 -0.2 0.0 -1.243
C 2.713477 -1.573797 -0.263407 0.1 0.1 0.0 -0.947
C 1.667771 -0.685723 0.175222 -0.1 -0.4 -0.1 0.133
C 0.430852 -1.329660 0.794105 0.1 0.0 0.1 2.687
C 0.229788 -2.785039 0.537849 0.0 0.1 0.3 -1.490
N 1.723360 0.591132 0.281985 -0.1 0.6 0.6 0.793
C 2.997808 1.200724 0.616618 -0.3 0.0 0.1 -0.640
C 3.095932 2.649946 0.231906 0.0 -0.1 0.1 0.395
C 4.285624 3.186664 -0.214755 0.1 0.0 0.0 -0.846
C 4.328367 4.545290 -0.490423 0.0 0.1 0.0 -0.552
C 3.189429 5.308744 -0.293170 0.1 0.0 0.0 -0.812
C 2.033283 4.677135 0.130009 0.0 -0.1 0.0 -0.521
N 1.988490 3.371192 0.378073 -0.1 0.1 -0.3 0.321
H -0.542102 -5.101790 0.779591 0.0 0.1 0.1 0.423
H 3.269519 -3.562343 -0.670645 0.0 0.0 0.0 0.543
H 3.637416 -1.173232 -0.654740 0.0 0.0 0.1 0.591
H -0.475844 -0.749077 0.611520 0.0 0.1 0.1 -1.232
H -0.751038 -3.178827 0.782469 0.2 0.0 0.1 0.179
H 3.861027 0.669668 0.237832 0.1 -0.2 -0.1 0.655
H 5.157614 2.558460 -0.352430 -0.1 0.0 0.0 0.500
H 5.239475 4.999200 -0.858077 0.0 0.0 0.0 0.486
H 3.186749 6.372790 -0.483426 0.0 0.0 0.0 0.455
H 1.105927 5.222360 0.254693 0.0 0.0 0.0 0.486
O 0.854781 -1.205855 2.198005 0.1 -0.2 -0.3 -0.308
S -0.155825 -0.809780 3.357152 -0.3 0.2 0.0 1.895
O -0.835559 -1.971964 3.832522 0.2 0.0 -0.1 -0.727
O -0.966021 0.273671 2.893246 0.3 0.2 0.1 -0.534
C 1.134870 -0.392990 4.537971 0.2 -0.1 0.0 -0.125
C 1.145976 -1.255425 5.628235 -0.1 0.3 -0.2 -0.649
C 2.154105 -1.184353 6.580747 0.0 0.0 0.1 -0.670
C 3.170123 -0.263306 6.449806 0.1 -0.1 0.1 -0.713
C 3.178680 0.606761 5.369269 -0.1 0.1 -0.1 -0.797
C 2.180053 0.556834 4.410302 -0.2 -0.1 0.1 -0.096
S 2.345298 1.818796 3.169502 -0.5 0.0 0.0 1.713
O 3.188383 2.850957 3.662593 0.1 0.0 0.0 -0.673
O 3.148228 0.997208 2.075285 0.2 -0.1 -0.5 -0.343
O 1.045294 2.168287 2.663165 0.3 -0.2 0.4 -0.505
H 0.356019 -1.985181 5.715345 0.0 0.0 0.0 0.606
H 2.136941 -1.864173 7.422244 0.0 0.0 0.0 0.432
H 3.958251 -0.208844 7.188595 0.0 0.0 0.0 0.419
H 3.949730 1.359044 5.264723 0.0 -0.1 0.1 0.550
Se 0.579234 2.332686 -2.207091 0.8 0.0 -0.3 -0.028
C -0.160834 2.398199 -3.971303 -0.4 0.1 0.5 0.158
C -1.061431 3.387912 -4.332601 -0.1 0.0 -0.2 -0.223
C -1.460690 3.455885 -5.662409 0.1 -0.1 -0.1 -0.448
N -1.037149 2.614095 -6.605865 0.0 0.0 0.1 -0.609
C -0.177994 1.662914 -6.234339 -0.1 0.1 0.0 -0.378
C 0.292452 1.513003 -4.936530 0.1 0.0 -0.1 -0.248
H -1.438679 4.095216 -3.604778 0.0 0.0 -0.1 0.473
H -2.149964 4.231534 -5.984404 0.0 -0.1 0.0 0.367
H 0.152422 0.983393 -7.015622 0.0 0.1 0.0 0.391
H 1.007524 0.737124 -4.687532 -0.1 0.0 0.0 0.496
C -3.417338 1.344724 -1.987359 0.2 0.0 -0.1 -1.104
P -2.462077 0.287644 -0.835173 -0.2 -0.2 0.0 0.972
C -3.793012 -0.485234 0.149249 0.0 0.1 0.1 0.045
C -3.863054 -0.229153 1.516884 0.0 0.0 -0.1 -0.406
C -4.886902 -0.775747 2.285152 0.0 0.0 0.0 -0.655
C -5.850370 -1.571505 1.686865 0.0 0.0 0.0 -0.475
C -5.790711 -1.827496 0.320474 0.0 0.0 0.0 -0.797
C -4.768271 -1.291225 -0.443805 0.0 0.0 0.0 -0.231
C -1.899560 -1.101568 -1.882143 0.0 -0.1 0.1 0.456
C -1.368147 -0.857432 -3.148013 0.0 -0.1 0.0 -0.489
C -0.855786 -1.899109 -3.910443 0.0 0.1 0.0 -0.771
C -0.854618 -3.196367 -3.415284 0.0 0.0 0.0 -0.814
C -1.370298 -3.449240 -2.151516 -0.1 0.0 -0.1 -0.897
C -1.886194 -2.409400 -1.388204 -0.1 0.1 -0.2 -0.331
H -4.159935 0.753379 -2.521496 0.0 0.0 0.0 0.410
H -2.746375 1.827160 -2.701802 -0.1 0.0 0.0 0.266
H -3.917796 2.120825 -1.406960 0.0 0.0 0.0 0.470
H -3.115891 0.396646 1.985202 0.0 0.0 0.0 0.305
H -4.923415 -0.579552 3.350008 0.0 0.0 -0.1 0.435
H -6.653497 -1.989237 2.281136 0.0 0.0 0.0 0.401
H -6.545845 -2.447292 -0.147640 0.0 0.0 0.0 0.419
H -4.722238 -1.507646 -1.505740 0.0 0.0 0.0 0.382
H -1.361588 0.146003 -3.549737 0.0 0.0 0.0 0.383
H -0.457821 -1.690160 -4.897068 0.0 0.0 0.0 0.505
H -0.464701 -4.009107 -4.015275 0.0 0.0 0.0 0.440
H -1.384319 -4.462115 -1.763584 0.0 0.0 0.0 0.487
H -2.308524 -2.619551 -0.410532 -0.1 0.1 -0.1 0.829
```
Forces are in eV/Å.

Computed properties:
LUMO energy: -4.37 eV
Total charge: +1
Highest occupied orbital energy: -10.47 eV
Electronic energy: -161852.035 eV
Energy above the lowest of the compared OMol25 structures with the same formula, charge and spin: 186.7 kJ/mol
F_max: 0.885 eV/A